C4H2BiLiO2 as an isolated structure in a non-equilibrium geometry, computed with ωB97M-V with the def2-TZVPD basis set.

```
! wB97M-V def2-TZVPD RIJCOSX def2/J DEFGRID3
* xyz 2 1
H -2.438 1.250 0.204
O -2.408 -0.805 -0.040
C -1.816 0.335 0.191
C -0.502 0.566 0.247
C 0.796 0.816 0.130
Li -2.266 -2.445 -0.584
O 2.922 -0.062 -0.225
C 1.723 -0.324 0.023
Bi 2.535 2.015 -0.300
H 1.453 -1.346 0.353
*
```

HOMO energy (alpha / beta), Ha: -0.616 / -0.622
Relative energy (zero: lowest compared OMol25 entry of this formula, charge and spin), kJ/mol: 0.0
Frontier orbital gap (alpha / beta), eV: 6.22 / 6.31
Largest force on an atom, eV Å⁻¹: 4.3
LUMO (alpha / beta), hartree: -0.3877 / -0.3897

=====

An isolated molecule of C12H14ClN5O in a non-equilibrium geometry, computed with ωB97M-V with the def2-TZVPD basis set.

```
! wB97M-V def2-TZVPD RIJCOSX def2/J DEFGRID3
* xyz 0 1
C -0.751 3.579 5.530
C -0.872 2.569 4.415
N 0.165 1.773 3.887
C -0.341 0.888 2.923
C 0.495 -0.003 2.171
O 1.716 -0.026 2.395
N -0.021 -0.885 1.228
C 0.781 -1.797 0.407
C 0.762 -1.219 -0.970
C 0.667 -2.040 -2.061
C 0.683 -1.606 -3.422
C 1.056 -0.403 -3.967
N 0.926 -0.615 -5.322
C 0.365 -1.854 -5.498
N -0.076 -2.380 -6.672
N 0.273 -2.525 -4.367
C -1.680 1.152 2.744
C -2.004 2.163 3.702
Cl -3.628 2.707 3.922
H -1.741 4.063 5.601
H -0.038 4.380 5.252
H -0.476 3.089 6.469
H 1.128 1.729 4.178
H -0.979 -0.697 0.916
H 1.815 -1.876 0.783
H 0.396 -2.827 0.382
H 0.855 -0.161 -1.157
H 0.620 -3.119 -1.922
H 1.404 0.506 -3.455
H 1.072 0.074 -6.008
H 0.160 -1.938 -7.556
H -0.402 -3.335 -6.608
H -2.329 0.637 2.079
*
```

HOMO energy, Ha: -0.271
Relative energy (zero: lowest compared OMol25 entry of this formula, charge and spin), kJ/mol: 0.0
Frontier orbital gap, eV: 8.02
Largest force on an atom, eV Å⁻¹: 3.6
LUMO, hartree: 0.0238
Structure (SMILES): Cc1[nH]c(C(=O)NC/C=C/c2c[nH]c(N)n2)cc1Cl

=====

An isolated molecule of C2H4N4O in a non-equilibrium geometry, computed with ωB97M-V with the def2-TZVPD basis set.

```
! wB97M-V def2-TZVPD RIJCOSX def2/J DEFGRID3
* xyz 0 1
N -2.430 -0.569 0.465
N -1.441 0.213 0.036
C -0.232 -0.133 0.155
N 0.744 0.701 -0.406
N 2.131 0.575 0.189
C 1.837 0.275 -1.114
O 2.250 -0.107 -2.148
H -2.224 -1.323 1.122
H -3.302 -0.081 0.591
H 0.124 -1.024 0.690
H 2.542 1.473 0.421
*
```

HOMO energy, Ha: -0.332
Relative energy (zero: lowest compared OMol25 entry of this formula, charge and spin), kJ/mol: 378.5
Frontier orbital gap, eV: 10.00
Largest force on an atom, eV Å⁻¹: 1.2
LUMO, hartree: 0.0352
Structure (SMILES): N/N=C/N1NC1=O